Entry 1:
Formula: C5H8NO
Source: the Open Molecules 2025 dataset
Level of theory: ωB97M-V/def2-TZVPD

Properties
Multiplicity = 1
Highest occupied orbital energy (spin up / spin down) = -0.501 / -0.523 hartree
Total energy = -8839.346 eV
Total charge = +1
LUMO energy (spin up / spin down) = -7.69 / -7.36 eV

Each line ends with the Löwdin charge.
Cartesian coordinates (Å):
C1 -1.556 -0.548 0.523  -0.081
C2 -0.296 -0.001 0.798  0.056
C3 -1.842 -1.452 -0.449  0.201
C4 0.766 -0.188 -0.122  -0.365
C5 1.519 1.198 -0.279  0.014
N1 1.558 -1.395 0.108  0.048
O1 2.721 -1.438 0.277  0.170
H1 -2.319 -0.261 1.230  0.124
H2 -0.121 0.431 1.793  0.166
H3 -2.890 -1.820 -0.541  0.119
H4 -1.120 -2.016 -1.064  0.107
H5 0.287 -0.441 -1.114  0.162
H6 0.768 1.880 -0.350  0.045
H7 2.286 1.264 -1.038  0.089
H8 2.254 1.366 0.635  0.144

***

Entry 2:
Formula: C5H8NO
Source: the Open Molecules 2025 dataset
Level of theory: ωB97M-V/def2-TZVPD

Properties
Multiplicity = 1
Highest occupied orbital energy = -0.532 hartree
Total energy = -8840.243 eV
Total charge = +1
LUMO energy = -3.91 eV

Each line ends with the Löwdin charge.
Cartesian coordinates (Å):
C1 0.238 -2.547 1.320  0.062
C2 0.134 -1.776 0.425  0.001
C3 0.488 1.046 0.318  -0.103
C4 -0.978 1.293 0.442  -0.031
C5 -0.516 -0.526 -0.926  -0.233
N1 0.716 0.318 -0.984  0.082
O1 -1.512 0.229 -0.494  -0.016
H1 0.859 -3.205 1.845  0.031
H2 1.109 1.949 0.425  0.156
H3 0.677 0.290 1.110  0.123
H4 -1.407 1.079 1.380  0.130
H5 -1.340 2.250 0.110  0.135
H6 -0.645 -1.136 -1.920  0.201
H7 0.540 0.965 -1.800  0.207
H8 1.636 -0.230 -1.251  0.254

***

Entry 3:
Formula: C5H8NO2
Source: the Open Molecules 2025 dataset
Level of theory: ωB97M-V/def2-TZVPD

Properties
Multiplicity = 1
Highest occupied orbital energy = -0.156 hartree
Total energy = -10900.112 eV
Total charge = -1
LUMO energy = 4.15 eV

Each line ends with the Löwdin charge.
Cartesian coordinates (Å):
C1 0.567 -0.598 -2.531  -0.290
C2 1.393 -0.780 -1.512  0.007
C3 -1.345 0.212 -1.591  -0.043
N1 -0.502 0.300 -2.530  -0.042
H1 0.741 -1.127 -3.466  0.079
H2 1.289 -0.259 -0.564  0.037
H3 2.214 -1.477 -1.601  0.035
H4 -2.109 0.988 -1.558  0.064
H5 -1.316 -0.572 -0.837  0.061
O1 0.431 1.191 1.041  -0.101
C4 -0.027 0.255 1.739  -0.796
O2 -0.650 -0.756 1.344  -0.105
C5 0.246 0.340 3.252  -0.061
H6 -0.559 -0.115 3.832  0.051
H7 1.173 -0.191 3.486  0.056
H8 0.410 1.368 3.565  0.047

***

Entry 4:
Formula: C5H8NO2
Source: the Open Molecules 2025 dataset
Level of theory: ωB97M-V/def2-TZVPD

Properties
Multiplicity = 1
SMILES string = C=C(N)CCC(=O)[O-]
Highest occupied orbital energy = -0.143 hartree
Total energy = -10899.878 eV
Total charge = -1
LUMO energy = 3.71 eV

Each line ends with the Löwdin charge.
Cartesian coordinates (Å):
C1 -0.698 1.418 -1.857  -0.007
C2 -0.699 0.607 -0.770  -0.397
N1 -1.892 0.121 -0.162  0.073
C3 0.548 0.284 0.071  -0.199
C4 0.977 -1.103 0.369  -0.172
C5 1.298 -1.120 1.900  -0.813
O1 0.294 -1.179 2.615  -0.079
O2 2.496 -1.046 2.179  -0.069
H1 0.130 1.822 -2.357  0.012
H2 -1.551 1.800 -2.376  0.019
H3 -2.785 0.533 -0.463  0.084
H4 -1.943 -0.835 0.055  0.054
H5 1.355 1.064 -0.247  0.127
H6 0.367 0.931 1.134  0.178
H7 1.857 -1.403 -0.171  0.082
H8 0.246 -1.895 0.081  0.106

***

Entry 5:
Formula: C5H8NO2
Source: the Open Molecules 2025 dataset
Level of theory: ωB97M-V/def2-TZVPD

Properties
Multiplicity = 1
Highest occupied orbital energy = -0.153 hartree
Total energy = -10899.933 eV
Total charge = -1
LUMO energy = 4.30 eV

Each line ends with the Löwdin charge.
Cartesian coordinates (Å):
O1 -0.097 -1.582 0.502  -0.099
C1 -0.456 -1.484 -0.695  -0.790
O2 -0.162 -0.566 -1.501  -0.112
C2 -1.259 -2.662 -1.266  -0.061
H1 -0.606 -3.272 -1.901  0.057
H2 -1.627 -3.313 -0.475  0.049
H3 -2.084 -2.362 -1.912  0.051
C3 0.122 2.040 1.427  -0.291
C4 -1.012 1.750 0.797  -0.003
C5 1.774 1.093 0.119  -0.029
N1 1.398 2.056 0.864  -0.040
H4 0.055 2.355 2.466  0.079
H5 -0.986 1.362 -0.215  0.045
H6 -1.952 1.891 1.309  0.035
H7 2.642 1.311 -0.502  0.060
H8 1.342 0.096 0.193  0.049

***

Entry 6:
Formula: C5H8NO2
Source: the Open Molecules 2025 dataset
Level of theory: ωB97M-V/def2-TZVPD

Properties
Multiplicity = 1
SMILES string = [NH2+]=C/C=C\C=C(O)O
Highest occupied orbital energy = -0.478 hartree
Total energy = -10891.445 eV
Total charge = +1
LUMO energy = -5.24 eV

Each line ends with the Löwdin charge.
Cartesian coordinates (Å):
N1 -1.250 1.443 0.784  0.170
C1 -1.482 0.151 1.156  -0.086
C2 -1.360 -0.939 0.299  -0.101
C3 -0.480 -1.246 -0.732  -0.055
C4 0.695 -0.685 -1.246  -0.010
C5 1.600 0.219 -0.630  -0.398
O1 1.499 0.549 0.665  0.141
O2 2.640 0.732 -1.168  0.215
H1 -1.074 1.865 -0.107  0.133
H2 -1.293 2.167 1.475  0.121
H3 -1.959 -0.048 2.115  0.146
H4 -1.979 -1.731 0.623  0.101
H5 -0.880 -2.204 -1.277  0.168
H6 1.060 -1.110 -2.292  0.176
H7 0.847 -0.114 0.997  0.120
H8 3.415 0.950 -0.663  0.160

***

How do the records compare in energy above the lowest of the compared OMol25 structures with the same formula, charge and spin? In the order shown, they have 522.41 435.88 112.84 135.38 130.05 102.52 kJ/mol.